(1)
{
  "formula": "C7H8N3",
  "method": "ωB97M-V with the def2-TZVPD basis set",
  "species": ["N", "N", "N", "C", "C", "C", "C", "C", "C", "C", "H", "H", "H", "H", "H", "H", "H", "H"],
  "coordinates": [[-2.052, 1.142, 1.144], [-0.880, 1.757, 1.222], [-1.283, -0.822, -1.488], [1.385, 1.701, 0.450], [2.208, 0.645, 0.554], [1.772, -0.658, 0.533], [-1.942, -0.033, 0.643], [-0.728, -0.441, -0.114], [0.032, 1.415, 0.480], [0.539, -1.140, 0.203], [-1.224, -0.081, -2.169], [0.460, -2.277, -0.223], [-0.786, -1.625, -1.855], [2.417, -1.474, 0.662], [-2.242, -0.964, -1.477], [-2.706, -0.679, 0.486], [1.815, 2.725, 0.316], [3.214, 0.809, 0.632]],
  "e_above_lowest_kj_mol": 417.4,
  "total_charge": 1,
  "homo_lumo_gap_ev": 8.730,
  "largest_force_ev_per_a": 3.6,
  "homo_ev": -13.27
}

---

(2)
{
  "formula": "C7H8N3O",
  "method": "ωB97M-V with the def2-TZVPD basis set",
  "species": ["O", "N", "N", "N", "C", "C", "C", "C", "C", "C", "C", "H", "H", "H", "H", "H", "H", "H", "H"],
  "coordinates": [[-2.022, 1.572, -0.183], [-0.483, -2.625, 0.031], [-1.574, 0.011, 3.013], [2.365, 0.825, -1.631], [-0.880, 0.835, -0.236], [1.295, 0.317, -1.101], [0.006, -1.456, 0.071], [-0.756, -0.287, 0.665], [0.060, 1.067, -1.121], [-1.111, -0.148, 1.862], [1.224, -0.902, -0.445], [2.225, 1.622, -2.237], [3.261, 0.332, -1.466], [-0.927, 0.176, 3.777], [-2.004, 1.979, -1.056], [-0.129, 1.823, -1.906], [2.117, -1.616, -0.643], [-0.157, -3.271, -0.576], [-2.510, -0.254, 3.181]],
  "smiles": "[H]/N=C1\\C=C(N)C=C(O)C1=C=[NH2+]",
  "e_above_lowest_kj_mol": 365.6,
  "total_charge": 1,
  "homo_lumo_gap_ev": 7.154,
  "largest_force_ev_per_a": 5.4,
  "homo_ev": -11.54
}

---

(3)
{
  "formula": "C7H8NO5S",
  "method": "ωB97M-V with the def2-TZVPD basis set",
  "species": ["S", "O", "O", "O", "O", "O", "N", "C", "C", "C", "C", "C", "C", "C", "H", "H", "H", "H", "H", "H", "H", "H"],
  "coordinates": [[-0.472, 0.543, 1.743], [-1.558, 2.573, -1.310], [0.709, 0.566, 2.591], [-0.553, 1.893, 1.023], [-1.790, 1.769, -3.411], [-1.640, 0.384, 2.518], [0.933, -1.072, 0.318], [-1.500, 1.699, -2.227], [0.658, 0.713, -1.296], [1.316, -0.049, -0.429], [1.754, -2.128, 0.891], [-0.376, -0.973, 0.709], [-0.763, 0.538, -1.480], [-1.512, -0.393, -0.916], [1.553, -2.187, 1.891], [-1.054, 2.074, 0.138], [-2.515, -0.875, -1.152], [1.382, -3.217, 0.674], [1.029, 1.623, -1.650], [-0.736, -1.719, 1.315], [2.749, -1.983, 0.478], [2.388, 0.220, -0.417]],
  "e_above_lowest_kj_mol": 379.3,
  "total_charge": -1,
  "homo_lumo_gap_ev": 7.765,
  "largest_force_ev_per_a": 5.7,
  "homo_ev": -4.69
}

---

(4)
{
  "formula": "C7H8NO6",
  "method": "ωB97M-V with the def2-TZVPD basis set",
  "species": ["O", "O", "O", "O", "O", "O", "N", "C", "C", "C", "C", "C", "C", "C", "H", "H", "H", "H", "H", "H", "H", "H"],
  "coordinates": [[3.491, -0.536, 0.255], [-0.529, -0.540, 0.637], [-1.531, 0.333, -1.148], [2.062, 2.539, -0.485], [3.706, -2.762, 0.115], [3.929, 2.002, 0.412], [2.880, 1.739, -0.108], [3.040, -1.747, -0.038], [2.567, 0.394, -0.232], [-3.863, 1.012, 0.183], [1.480, -0.176, -0.802], [-2.791, 0.062, 0.879], [-1.509, -0.092, -0.010], [1.581, -1.629, -0.512], [-2.235, 0.492, 1.773], [1.056, -1.865, 0.367], [-4.090, 0.683, -0.749], [0.754, 0.444, -1.187], [-3.036, -0.987, 1.108], [1.341, -2.506, -1.211], [-4.693, 1.080, 0.756], [-3.611, 2.061, -0.002]],
  "e_above_lowest_kj_mol": 0.0,
  "total_charge": -1,
  "homo_lumo_gap_ev": 7.447,
  "largest_force_ev_per_a": 3.8,
  "homo_ev": -4.86
}